The following is a quantum chemistry calculation of a structure of composition C16H10BNO4Sn, from OMol25.

CARTESIAN COORDINATES (ANGSTROEM)
Sn (-0.23764, 0.07326, 0.24363)
O (0.23973, 0.86619, -3.81631)
C (0.14627, 0.40999, -2.69922)
O (-0.30207, 1.01392, -1.64537)
C (0.58680, -1.03511, -2.47377)
C (1.04692, -1.80842, -3.55639)
C (1.44880, -3.08687, -3.32178)
C (1.40452, -3.61173, -2.00684)
C (1.82363, -4.92446, -1.68746)
C (1.77477, -5.37340, -0.39956)
C (1.30085, -4.52957, 0.62985)
C (0.88516, -3.25985, 0.35107)
C (0.92961, -2.77794, -0.97556)
N (0.52368, -1.50053, -1.24965)
H (1.06566, -1.34381, -4.53112)
H (1.81126, -3.71417, -4.12775)
H (2.18667, -5.56286, -2.48428)
H (2.09906, -6.37752, -0.16080)
H (1.26668, -4.89527, 1.64790)
H (0.51303, -2.61190, 1.13667)
O (2.95535, 0.52676, -0.56904)
B (2.01836, 0.59252, 0.46128)
O (2.64001, 0.98768, 1.64756)
C (3.97055, 1.17165, 1.33129)
C (5.00343, 1.56598, 2.14842)
C (6.26055, 1.67412, 1.55528)
C (6.44977, 1.39793, 0.20447)
C (5.39113, 1.00133, -0.61103)
C (4.15883, 0.89765, -0.01056)
H (4.84066, 1.78120, 3.19575)
H (7.10477, 1.98253, 2.15744)
H (7.43854, 1.49432, -0.22418)
H (5.52579, 0.78700, -1.66253)

HOMO-LUMO gap = 0.27197 Ha
E = -32945.35340 eV



The following is a quantum chemistry calculation of a cluster of 10 separate species, C30H78N6O22P4 in total at a distorted geometry, from OMol25.

CARTESIAN COORDINATES (ANGSTROEM)
C (0.47136, 2.42069, 3.18923)
O (1.09251, 2.34201, 1.90383)
P (1.39719, 0.87783, 1.31396)
O (1.84382, 0.77295, -0.08689)
O (2.46363, 0.37696, 2.39670)
C (3.81813, 0.82162, 2.27509)
O (0.09408, 0.03567, 1.68149)
C (-0.32480, -1.06563, 0.88518)
H (1.26630, 2.65373, 3.89985)
H (-0.00222, 1.50649, 3.55136)
H (-0.32823, 3.15870, 3.20915)
H (3.93201, 1.89830, 2.12723)
H (4.21645, 0.31314, 1.39640)
H (4.33748, 0.58568, 3.19977)
H (-0.39010, -2.03139, 1.38604)
H (0.33407, -1.26151, 0.03479)
H (-1.32270, -0.81497, 0.51754)
C (4.94786, 2.07527, -6.54991)
O (3.60356, 2.27588, -6.11255)
P (3.37252, 3.33850, -4.92334)
O (4.42637, 4.35618, -4.80483)
O (3.24770, 2.45730, -3.61544)
C (2.51374, 1.25065, -3.56188)
O (1.88020, 3.84146, -5.17074)
C (1.64541, 5.20296, -5.55898)
H (5.35200, 1.21329, -6.02529)
H (5.57233, 2.95667, -6.39492)
H (5.01944, 1.94591, -7.63004)
H (3.12876, 0.40327, -3.87720)
H (1.62922, 1.27500, -4.20593)
H (2.14130, 1.02688, -2.56023)
H (1.02587, 5.66129, -4.78814)
H (1.02585, 5.15381, -6.45596)
H (2.55269, 5.77112, -5.74362)
C (-6.15469, 1.75558, 1.13280)
O (-5.94188, 0.41597, 0.69650)
P (-6.24970, -0.88585, 1.56711)
O (-6.13407, -2.11432, 0.77793)
O (-7.66398, -0.56498, 2.26088)
C (-8.59335, -1.63761, 2.38253)
O (-5.28195, -0.76624, 2.83671)
C (-3.90175, -0.62411, 2.60671)
H (-6.56419, 2.30741, 0.29046)
H (-5.20097, 2.17307, 1.45462)
H (-6.86015, 1.79547, 1.96442)
H (-8.21450, -2.56695, 1.95152)
H (-9.50275, -1.42105, 1.82426)
H (-8.82759, -1.86183, 3.42136)
H (-3.60667, 0.41273, 2.43282)
H (-3.42934, -1.16189, 1.77512)
H (-3.27632, -1.01507, 3.41512)
C (-3.91480, -3.52950, 4.67758)
O (-2.71435, -4.23074, 4.90726)
P (-1.56869, -4.27383, 3.79407)
O (-1.06191, -2.96201, 3.40080)
O (-0.52501, -5.30834, 4.41053)
C (0.36572, -4.94387, 5.47174)
O (-2.17427, -5.06904, 2.55903)
C (-1.33492, -5.57165, 1.52171)
H (-4.78777, -4.12546, 4.96214)
H (-4.07235, -3.16199, 3.66497)
H (-4.00927, -2.68848, 5.37407)
H (0.12597, -5.61494, 6.29521)
H (0.24210, -3.89775, 5.74948)
H (1.41495, -5.09881, 5.22239)
H (-1.26478, -6.65989, 1.56656)
H (-0.29778, -5.23131, 1.52301)
H (-1.82746, -5.25882, 0.60240)
C (3.82243, -4.48371, 7.09559)
N (3.48665, -3.54646, 6.05674)
C (2.77743, -2.40206, 6.28123)
C (2.74383, -1.33846, 5.21125)
O (2.08280, -2.29473, 7.28028)
H (4.45583, -5.29463, 6.75436)
H (2.90207, -4.87575, 7.53430)
H (4.30261, -3.97520, 7.93896)
H (4.09448, -3.47983, 5.25459)
H (1.75285, -1.26389, 4.77359)
H (3.47289, -1.48772, 4.40989)
H (3.05473, -0.39846, 5.66800)
C (-3.79828, -2.19574, -1.15819)
N (-2.92812, -2.17917, -2.30630)
C (-3.02975, -1.57047, -3.50252)
C (-4.14640, -0.55092, -3.76589)
O (-2.18173, -1.76689, -4.37772)
H (-3.33168, -1.75281, -0.27769)
H (-4.12063, -3.21097, -0.92923)
H (-4.68845, -1.60221, -1.35072)
H (-2.02601, -2.66119, -2.27308)
H (-4.48611, -0.10987, -2.82691)
H (-5.00095, -1.02491, -4.24621)
H (-3.73158, 0.22964, -4.39704)
C (-0.25736, -4.43483, -4.91024)
N (0.65409, -3.50773, -4.28144)
C (0.53857, -3.10860, -3.00955)
C (1.59939, -2.12475, -2.56464)
O (-0.36097, -3.48291, -2.26786)
H (-0.83788, -3.95111, -5.69711)
H (-0.97228, -4.83747, -4.19945)
H (0.21369, -5.29497, -5.39118)
H (1.27224, -3.00600, -4.89286)
H (1.24783, -1.09823, -2.66801)
H (2.55306, -2.26414, -3.07412)
H (1.80416, -2.26439, -1.50256)
C (-2.33789, 3.82398, 0.60492)
N (-1.69167, 2.97158, -0.37415)
C (-2.00301, 1.68829, -0.62925)
C (-1.31384, 1.01356, -1.76345)
O (-2.81865, 1.09803, 0.08875)
H (-1.61749, 4.49417, 1.07353)
H (-2.85152, 3.18720, 1.31975)
H (-3.04660, 4.46433, 0.06989)
H (-1.11496, 3.48023, -1.03752)
H (-1.94678, 0.88475, -2.64302)
H (-1.13693, -0.03317, -1.51202)
H (-0.39560, 1.55680, -1.97671)
C (1.65815, 3.88196, -1.24929)
N (1.13012, 5.19328, -1.58463)
C (-0.05443, 5.36671, -2.20830)
C (-0.58251, 6.78616, -2.23505)
O (-0.71293, 4.43968, -2.67469)
H (2.72442, 4.01474, -1.45285)
H (1.22243, 3.04740, -1.78177)
H (1.63658, 3.62348, -0.18717)
H (1.69073, 6.00279, -1.39563)
H (-0.89449, 7.01307, -3.25457)
H (0.16214, 7.52649, -1.94600)
H (-1.45195, 6.81480, -1.58116)
C (6.02466, 0.20170, -2.26247)
N (5.49215, 1.28745, -1.47936)
C (6.22520, 2.20476, -0.81469)
C (5.49408, 3.24628, 0.01102)
O (7.44315, 2.21848, -0.83412)
H (5.96603, 0.46576, -3.32199)
H (5.38103, -0.67767, -2.16955)
H (7.00851, -0.11415, -1.92933)
H (4.50331, 1.28049, -1.28136)
H (5.71322, 4.18198, -0.51256)
H (5.97081, 3.37011, 0.98200)
H (4.41574, 3.19640, 0.15899)

HOMO-LUMO gap = 0.33096 Ha
SMILES = COP(=O)(OC)OC.COP(=O)(OC)OC.COP(=O)(OC)OC.COP(=O)(OC)OC.CNC(C)=O.CNC(C)=O.CNC(C)=O.CNC(C)=O.CNC(C)=O.CNC(C)=O
E = -123528.21752 eV



The following is a quantum chemistry calculation of the molecule C23H21FN4O at a distorted geometry, from OMol25.

CARTESIAN COORDINATES (ANGSTROEM)
C (7.64032, 1.63872, -0.64750)
O (7.19592, 0.44362, -0.60878)
C (5.76427, 0.21053, -0.33885)
C (4.85457, 1.13423, -0.31851)
C (3.44086, 0.99039, 0.16158)
C (2.92365, -0.34636, 0.41076)
N (1.55093, -0.31232, 0.41819)
C (1.02424, -1.74014, 0.70152)
C (-0.29887, -1.15338, 1.06509)
C (-1.38626, -2.05231, 1.24887)
N (-1.62482, -3.17790, 0.26966)
C (-1.83520, -2.38849, -1.16012)
C (-3.05860, -1.58181, -1.23729)
C (-2.94282, -0.32781, -1.94202)
C (-4.02438, 0.71217, -1.69898)
C (-5.21253, 0.04414, -1.00991)
N (-5.27241, -1.17391, -0.40113)
C (-4.17721, -1.81515, -0.41764)
C (-0.39050, 0.14666, 0.70237)
C (-1.49071, 0.90005, 0.93543)
C (-2.66722, 1.00732, 1.97283)
C (-3.68590, 1.75812, 1.71970)
C (-3.75646, 2.83610, 1.00389)
C (-2.58334, 3.05679, -0.07608)
F (-2.67251, 3.97777, -0.92493)
C (-1.63122, 2.05731, 0.04917)
N (0.75144, 0.59803, 0.64947)
C (3.86898, -1.27033, -0.02869)
C (5.16675, -1.03344, -0.27430)
H (7.63924, 2.22087, 0.17938)
H (7.15948, 2.26939, -1.67208)
H (8.51561, 1.54775, -0.89114)
H (5.30093, 2.18338, -0.22447)
H (2.88850, 1.78866, 0.26925)
H (1.63836, -2.57704, 0.84538)
H (-1.23792, -2.95630, 2.19238)
H (-2.46477, -1.60781, 1.39533)
H (-2.22532, -3.86766, 0.44892)
H (-1.09332, -1.87267, -1.18197)
H (-2.11343, -3.33742, -1.81358)
H (-2.07555, -0.03226, -2.03979)
H (-4.07105, 1.50214, -2.23365)
H (-6.17242, 0.86716, -0.84343)
H (-4.25086, -2.87405, 0.24491)
H (-2.48524, 0.25867, 2.62829)
H (-4.49246, 1.67752, 2.70708)
H (-4.57368, 3.62927, 0.61934)
H (-0.78921, 2.07417, -0.74731)
H (3.48307, -2.10817, 0.20083)
H (5.94906, -1.92423, -0.30750)

HOMO-LUMO gap = 0.28679 Ha
SMILES = COc1ccc(-n2cc(CNCc3cccnc3)c(-c3cccc(F)c3)n2)cc1
E = -34897.40247 eV



- Among the records above, which one has the highest E?
  C16H10BNO4Sn